1.
Density functional theory data (ωB97M-V with the def2-TZVPD basis set) for a cluster of 9 separate species, C40H96Cl4O23P2 in total.

ORCA input file:
```
! wB97M-V def2-TZVPD RIJCOSX def2/J DEFGRID3
* xyz 0 1
Cl 0.3937 1.6048 -4.5546
C 1.4725 0.8649 -5.7924
C 0.8452 0.8338 -7.1881
Cl -0.8894 0.4304 -7.1600
H 1.7503 -0.1139 -5.4148
H 2.3100 1.5539 -5.7397
H 1.2753 0.0248 -7.7747
H 1.0577 1.7667 -7.7031
Cl 7.6201 -0.9371 -2.9209
C 7.2181 0.5552 -3.7881
C 6.0403 0.3700 -4.7186
Cl 4.5035 0.1541 -3.8957
H 8.0628 0.8712 -4.3998
H 7.0411 1.3162 -3.0321
H 6.2188 -0.4607 -5.3990
H 6.0030 1.2606 -5.3507
C 0.2479 -1.1981 -2.5491
O 0.1421 -0.8713 -1.1530
P 0.0428 0.6366 -0.7019
O -0.8116 1.5372 -1.4991
O -0.2870 0.4966 0.8392
C -1.6598 0.2773 1.1588
O 1.5243 1.1766 -0.5669
C 2.1071 2.1830 -1.3871
H 0.4046 -2.2688 -2.6189
H 1.0350 -0.6559 -3.0730
H -0.6842 -0.8881 -3.0220
H -1.9161 0.7910 2.0843
H -1.8722 -0.7870 1.2525
H -2.3173 0.7236 0.4119
H 2.6101 1.7615 -2.2633
H 2.7965 2.8891 -0.9364
H 1.2478 2.6862 -1.8425
C -4.0876 2.0584 4.0409
O -4.3348 3.3551 3.4995
P -5.0079 4.4760 4.3979
O -4.3253 4.8217 5.6381
O -6.5128 3.9475 4.5014
C -7.4442 4.7177 5.2556
O -5.0966 5.6657 3.3565
C -5.7977 5.5506 2.1264
H -3.7130 1.3814 3.2765
H -4.9815 1.6357 4.4972
H -3.2762 2.1730 4.7642
H -7.7429 4.1576 6.1393
H -8.3617 4.8452 4.6712
H -7.0905 5.7293 5.4500
H -6.8534 5.3169 2.2703
H -5.3439 4.8002 1.4780
H -5.7340 6.4998 1.5949
C 0.3197 -4.6808 -5.0445
O -0.0641 -4.7460 -6.4176
C -1.1159 -5.6340 -6.7590
C -2.5038 -5.2490 -6.2257
O -2.7004 -5.3102 -4.8366
C -2.8274 -6.6449 -4.3546
C -2.8948 -6.6737 -2.8477
O -1.7257 -6.2685 -2.1352
C -0.5962 -7.0924 -2.4339
H 0.6823 -3.6856 -4.8014
H 1.1100 -5.4309 -4.9152
H -0.5132 -4.9481 -4.3976
H -0.9109 -6.6919 -6.5618
H -1.1504 -5.4453 -7.8348
H -3.2051 -5.9200 -6.7525
H -2.7685 -4.2490 -6.5685
H -2.0249 -7.2837 -4.7282
H -3.7952 -6.9955 -4.7339
H -3.1892 -7.6756 -2.5109
H -3.6179 -5.9511 -2.4651
H 0.2361 -6.8064 -1.8043
H -0.2927 -7.0009 -3.4755
H -0.9011 -8.1163 -2.1935
C 2.2431 -4.4993 -1.8183
O 3.4074 -5.2858 -1.8032
C 3.1694 -6.5833 -2.3200
C 4.3749 -7.4219 -2.0121
O 4.1129 -8.7496 -2.4074
C 5.1091 -9.6727 -2.0026
C 6.2828 -9.7288 -2.9625
O 5.8629 -10.0733 -4.2560
C 5.4931 -8.9920 -5.0875
H 2.4026 -3.5209 -1.3688
H 1.3786 -4.9512 -1.3224
H 1.9592 -4.3219 -2.8656
H 3.0323 -6.4850 -3.4042
H 2.2929 -7.0552 -1.8731
H 4.7030 -7.3251 -0.9631
H 5.3137 -7.0702 -2.4730
H 4.6265 -10.6526 -1.9896
H 5.4137 -9.4477 -0.9726
H 6.9948 -10.4774 -2.6120
H 6.7859 -8.7520 -2.9242
H 5.9913 -9.1164 -6.0540
H 5.8617 -8.0456 -4.6854
H 4.4221 -8.9434 -5.2768
C 4.9170 5.3728 -0.2383
O 3.6779 5.4400 0.4484
C 3.4435 6.7350 0.9857
C 4.2720 7.0701 2.2023
O 5.5529 7.5602 1.8867
C 6.3894 7.6358 3.0217
C 7.8254 7.9626 2.6760
O 7.9709 9.2637 2.1295
C 7.7905 9.3097 0.7178
H 5.1967 4.3392 -0.4300
H 5.7329 5.7318 0.3995
H 4.8922 6.0354 -1.1076
H 2.3786 6.7801 1.2047
H 3.6313 7.4771 0.1937
H 4.2600 6.1566 2.8123
H 3.7440 7.8641 2.7506
H 6.3612 6.7158 3.6198
H 6.0313 8.4471 3.6703
H 8.3236 7.2297 2.0360
H 8.2995 8.0701 3.6548
H 8.6127 8.7391 0.2685
H 7.7598 10.3187 0.3208
H 6.8523 8.8124 0.4607
C -1.1805 1.7518 8.7918
O -0.7272 0.6529 9.5415
C -1.7381 -0.2354 9.9139
C -2.0605 -1.2792 8.8340
O -2.7877 -0.7190 7.7845
C -3.2647 -1.6618 6.8459
C -3.6209 -0.9472 5.5785
O -4.1373 -1.8038 4.5482
C -3.1602 -2.6033 3.9215
H -1.9599 2.2916 9.3462
H -1.5753 1.4611 7.8140
H -0.4109 2.4973 8.5896
H -2.6633 0.2250 10.2818
H -1.3818 -0.8195 10.7672
H -2.6380 -2.0364 9.3896
H -1.1061 -1.7264 8.5384
H -4.1552 -2.1360 7.2877
H -2.5863 -2.5160 6.7210
H -2.8578 -0.3529 5.0599
H -4.4668 -0.2715 5.7222
H -3.7090 -3.2358 3.2215
H -2.6209 -3.2767 4.5926
H -2.4497 -1.9995 3.3474
C -8.1809 2.1873 0.1236
O -7.2463 2.4197 1.1564
C -6.2720 1.4042 1.2765
C -5.1953 1.5414 0.2055
O -4.5907 2.8088 0.4086
C -3.6729 3.1410 -0.6126
C -2.8315 4.3223 -0.2383
O -3.5017 5.5547 -0.4852
C -2.6778 6.6446 -0.1369
H -8.6120 1.1769 0.2115
H -7.6952 2.2480 -0.8527
H -9.0265 2.8568 0.2545
H -6.7051 0.3992 1.3070
H -5.8027 1.6058 2.2391
H -5.6608 1.5119 -0.7848
H -4.4189 0.7832 0.3351
H -4.2208 3.2793 -1.5574
H -2.9643 2.3561 -0.9145
H -1.8849 4.2694 -0.7851
H -2.6712 4.2895 0.8488
H -1.7010 6.5575 -0.6222
H -2.5636 6.7124 0.9523
H -3.1747 7.5588 -0.4587
*
```

Computed properties:
**Structure (SMILES)**: COP(=O)(OC)OC.COP(=O)(OC)OC.COCCOCCOC.COCCOCCOC.COCCOCCOC.COCCOCCOC.COCCOCCOC.ClCCCl.ClCCCl
**E_tot**: -5835.49271 a.u.
**LUMO energy**: 0.300 eV
**Kohn-Sham gap**: 9.60 eV
**Relative energy (zero: lowest compared OMol25 entry of this formula, charge and spin)**: 0.000 eV

Löwdin population analysis, charges in e, atoms 1 to 5: atom 1 (Cl): 0.5822, atom 2 (C): -0.6249, atom 3 (C): -0.6406, atom 4 (Cl): 0.5296, atom 5 (H): 0.0444

=====

2.
Density functional theory data (ωB97M-V with the def2-TZVPD basis set) for a cluster of 8 separate species, C40H96F18N5O6P3 in total.

ORCA input file:
```
! wB97M-V def2-TZVPD RIJCOSX def2/J DEFGRID3
* xyz 2 1
C -0.8813 1.5710 2.9450
C 0.1662 1.2311 1.8694
C -0.2825 1.4922 0.4396
C -1.4425 0.6416 -0.1517
N -1.2148 -0.8908 -0.3410
C -2.4404 -1.5125 -0.9458
C -2.4066 -2.9926 -0.5770
C -1.5021 -3.0129 0.6770
C -1.0365 -1.5646 0.9720
C 0.0094 -1.2631 -1.1149
C -0.0032 -0.8567 -2.5604
C 1.4684 -0.7376 -3.0053
H -1.0787 2.6191 2.9945
H -0.5245 1.1837 3.9326
H -1.8316 1.1101 2.6930
H 0.5938 0.2061 1.8992
H 1.1000 1.7408 2.0186
H 0.5849 1.4719 -0.1776
H -0.7921 2.4830 0.4174
H -1.8552 0.9713 -1.1334
H -2.2783 0.7152 0.5681
H -2.4180 -1.3938 -2.0237
H -3.2578 -1.0367 -0.4655
H -1.9891 -3.6002 -1.3863
H -3.3550 -3.4172 -0.3810
H -0.6618 -3.7360 0.5361
H -2.0145 -3.3945 1.5476
H 0.0094 -1.4458 1.2746
H -1.6814 -1.0306 1.6799
H 0.2045 -2.3202 -1.0114
H 0.8659 -0.6946 -0.7279
H -0.5694 0.1326 -2.6982
H -0.5467 -1.6070 -3.1402
H 1.9622 -0.0711 -2.3400
H 1.4752 -0.2472 -3.9870
H 2.0212 -1.6398 -2.9994
C 8.0650 1.1998 3.0062
C 8.5778 -0.2068 3.0450
C 7.6144 -1.2071 3.6563
C 8.3504 -2.4848 4.0348
N 7.4620 -3.5823 4.5490
C 8.2893 -4.9113 4.7881
C 7.3178 -6.0547 4.6902
C 6.0970 -5.4174 4.0594
C 6.5065 -4.0251 3.5322
C 6.8432 -3.3128 5.8657
C 7.5158 -2.4971 6.9435
C 6.6844 -2.4405 8.2199
H 7.2259 1.2768 2.3204
H 8.8332 1.9588 2.8904
H 7.6604 1.4112 3.9791
H 9.5155 -0.2178 3.6484
H 8.8056 -0.5432 2.0413
H 6.7032 -1.3331 3.0783
H 7.2837 -0.7381 4.5355
H 9.1056 -2.2230 4.7891
H 8.9095 -2.8604 3.1414
H 8.8146 -4.8764 5.7335
H 9.0567 -4.9945 3.9476
H 7.0193 -6.4236 5.6549
H 7.6995 -6.8715 4.0949
H 5.3672 -5.2681 4.7806
H 5.6231 -6.0028 3.2658
H 5.6598 -3.3665 3.3194
H 7.0590 -4.2122 2.6182
H 6.5380 -4.2454 6.2794
H 5.8975 -2.8517 5.7042
H 7.8020 -1.5163 6.5979
H 8.4949 -2.9885 7.1416
H 6.6239 -3.5111 8.6334
H 5.6648 -2.0741 8.0406
H 7.2768 -1.7463 8.8963
C -4.1227 5.3123 -6.6758
O -4.3624 3.9699 -6.9972
C -4.0846 3.7631 -8.3660
C -4.1695 2.2892 -8.5275
N -3.4039 1.6513 -7.4483
H -2.3909 1.2874 -7.6707
H -3.2841 2.3345 -6.6858
C -4.0343 0.3507 -6.8035
C -3.3058 -0.8603 -7.4099
O -1.9061 -0.7076 -7.2140
C -1.2639 -1.9095 -6.6358
H -4.7419 5.9735 -7.2242
H -3.0863 5.5912 -6.9349
H -4.4177 5.3446 -5.6376
H -3.0793 4.0667 -8.7408
H -4.8665 4.1782 -9.0412
H -3.7801 1.8046 -9.4327
H -5.1396 1.9536 -8.4355
H -5.1218 0.2933 -7.0183
H -3.7889 0.5105 -5.7678
H -3.4667 -0.8068 -8.4831
H -3.7914 -1.7512 -7.0383
H -0.2450 -1.6030 -6.5890
H -1.3187 -2.7738 -7.2737
H -1.6533 -2.0525 -5.6276
C 1.4281 7.8959 -5.2109
O 1.5272 6.6521 -4.5527
C 2.7509 6.0226 -4.6120
C 2.4886 4.5667 -4.3397
N 1.6359 4.3540 -3.1820
H 1.0695 5.1655 -3.0544
H 1.0149 3.5768 -3.4032
C 2.3784 4.0679 -1.8788
C 3.3925 2.9455 -2.0450
O 2.9758 2.0482 -3.0215
C 4.0963 1.3088 -3.5354
H 0.4534 8.2899 -5.0994
H 1.6586 7.7442 -6.2804
H 2.1318 8.6315 -4.8068
H 3.5397 6.5424 -4.0060
H 3.1793 6.0651 -5.6216
H 3.4497 4.1139 -4.2835
H 2.0620 4.1462 -5.2304
H 1.5454 3.7937 -1.2585
H 2.8290 5.0054 -1.5870
H 3.4762 2.6059 -1.0554
H 4.3776 3.3647 -2.3055
H 4.8108 1.9776 -4.0489
H 3.8315 0.5646 -4.2256
H 4.5917 0.8990 -2.6832
C -4.7194 -0.4875 6.7426
O -6.1277 -0.6748 6.5355
C -6.4414 -1.9635 6.0072
C -7.8053 -1.7703 5.4342
N -7.7692 -0.6983 4.3702
H -7.0098 -0.0657 4.7492
H -7.4318 -1.1234 3.4906
C -9.0458 0.1026 4.1306
C -9.8165 -0.5050 2.9732
O -10.0875 -1.8737 3.3008
C -11.0521 -2.5452 2.5414
H -4.1782 -0.6748 5.7986
H -4.3580 -1.1539 7.4998
H -4.5936 0.5565 7.0027
H -6.4082 -2.7578 6.7798
H -5.7403 -2.1078 5.1610
H -8.3679 -1.4509 6.2910
H -8.1929 -2.6266 5.0008
H -8.7406 1.1257 3.9881
H -9.5579 0.0467 5.0988
H -9.1593 -0.3370 2.1341
H -10.7793 0.0326 2.9286
H -11.0411 -2.3163 1.4826
H -12.0678 -2.1308 2.8304
H -10.9970 -3.6040 2.7714
P 3.6365 -2.2833 1.4006
F 3.5551 -2.1620 -0.2219
F 2.8399 -0.8358 1.5417
F 2.3007 -3.0884 1.4202
F 3.7625 -2.3680 3.0494
F 4.5068 -3.6794 1.2590
F 5.0582 -1.4678 1.3688
P -5.3891 -0.7094 1.6515
F -5.1182 -1.3492 3.2136
F -3.9908 0.2103 1.7142
F -4.5077 -1.8299 0.9333
F -5.7500 0.0326 0.2868
F -6.6938 -1.6367 1.4932
F -6.2831 0.4475 2.4138
P -1.5282 2.7542 -4.0359
F -2.2223 2.2211 -2.7588
F -1.5951 1.2905 -4.8001
F -2.9974 3.0844 -4.6650
F -0.7468 3.3823 -5.3000
F -1.4298 4.1735 -3.3267
F -0.1477 2.3125 -3.4932
*
```

Computed properties:
**E_tot**: -5128.58152 a.u.
**LUMO energy**: -2.721 eV
**Kohn-Sham gap**: 10.45 eV

Löwdin population analysis, charges in e, atoms 1 to 5: atom 1 (C): -0.0718, atom 2 (C): -0.2561, atom 3 (C): -0.1622, atom 4 (C): -0.0575, atom 5 (N): -0.1973